C14H40O6 | ωB97M-V/def2-TZVPD

The energy relative to the best compared isomer or geometry (same formula, charge and spin) comes out at 752.7 kJ/mol. As for the SMILES: CC(C)O.CC(C)O.CC(C)O.CC(C)O.CO.CO.

Last column: Löwdin charge in e.
Element x y z (Å)
C  1.494  -3.511  -5.101  -0.04
C  1.650  -2.674  -3.878  -0.75
C  0.408  -2.454  -3.121  -0.07
O  2.420  -3.140  -3.058  0.03
H  2.531  -3.600  -5.499  0.09
H  0.915  -3.006  -5.895  0.09
H  1.126  -4.530  -4.853  0.10
H  1.974  -1.629  -4.170  0.14
H  0.558  -1.995  -2.134  0.05
H  -0.248  -3.330  -2.997  0.09
H  -0.279  -1.763  -3.702  0.10
H  3.040  -2.409  -2.786  0.16
C  1.436  0.841  -2.238  0.01
C  2.317  0.476  -1.016  -0.66
C  1.950  -0.784  -0.328  -0.04
O  3.540  0.607  -1.101  0.05
H  0.471  0.714  -1.860  0.03
H  1.689  0.277  -3.142  0.08
H  1.614  1.864  -2.377  0.06
H  2.047  1.251  -0.253  0.12
H  2.348  -1.629  -0.871  0.07
H  0.886  -1.022  -0.244  0.07
H  2.381  -0.725  0.682  0.09
H  3.765  1.347  -0.500  0.15
C  -3.627  -0.093  2.786  0.00
C  -2.323  -0.974  2.872  -0.65
C  -2.045  -1.555  4.233  -0.05
O  -2.127  -1.865  2.015  0.02
H  -4.423  -0.807  2.896  0.07
H  -3.624  0.282  1.799  0.04
H  -3.601  0.774  3.488  0.09
H  -1.500  -0.362  2.669  0.09
H  -1.018  -2.022  4.153  0.10
H  -2.765  -2.251  4.636  0.07
H  -2.147  -0.743  4.965  0.08
H  -1.765  -1.456  1.223  0.06
C  0.591  3.183  3.894  -0.02
C  0.755  1.767  3.457  -0.68
C  0.660  1.713  1.945  -0.05
O  1.880  1.358  3.684  0.03
H  1.448  3.826  3.857  0.09
H  0.298  3.161  4.909  0.07
H  -0.227  3.553  3.317  0.07
H  0.056  1.052  3.932  0.15
H  1.238  2.506  1.453  0.10
H  -0.330  1.835  1.547  0.05
H  0.980  0.717  1.668  0.06
H  1.894  0.385  3.525  0.15
C  -2.052  -0.607  -0.884  -0.14
O  -1.209  -0.084  0.093  -0.17
H  -3.052  -0.140  -0.844  0.10
H  -2.231  -1.686  -0.628  0.11
H  -1.502  -0.545  -1.819  0.07
H  -0.951  0.789  -0.227  0.04
C  -1.199  3.184  -2.033  -0.18
O  -0.916  2.673  -0.789  -0.13
H  -2.219  3.533  -1.947  0.08
H  -1.172  2.406  -2.853  0.10
H  -0.622  4.042  -2.468  0.09
H  -1.170  3.295  -0.101  0.10

Cartesian forces (eV/Å) of the 6 atoms listed first:
C 0.88 -0.45 -1.36
C -6.79 5.59 -6.14
C -4.55 1.62 -0.62
O 10.67 -3.51 7.87
H -0.65 -0.28 0.03
H -0.07 -0.45 0.49

=====

C14H41ClNO19P | ωB97M-V/def2-TZVPD

Last column: Löwdin charge in e.
Element x y z (Å)
N  4.181  -1.484  -2.351  -0.17
P  3.687  0.142  -2.875  0.89
O  4.828  1.204  -2.240  -0.30
C  2.023  0.384  -1.992  -0.30
C  2.000  1.356  -0.896  -0.08
C  0.749  1.564  -0.165  -0.47
Cl  0.814  2.735  1.199  0.73
C  -0.459  0.815  -0.538  -0.06
C  -0.396  -0.150  -1.669  -0.02
C  0.845  -0.384  -2.429  0.00
C  -1.646  -0.994  -2.087  -0.26
O  -1.642  -1.718  -3.066  0.07
C  -2.974  -0.905  -1.287  -0.07
C  -4.149  -1.717  -1.574  0.00
C  -5.385  -1.540  -0.790  -0.02
C  -5.468  -0.546  0.308  -0.03
C  -4.258  0.223  0.577  -0.03
C  -3.007  0.073  -0.184  -0.05
C  -1.791  0.962  0.223  -0.30
O  -1.992  1.762  1.124  0.03
H  4.390  -1.344  -1.343  0.04
H  3.290  -2.006  -2.340  0.04
H  4.951  0.986  -1.289  0.05
H  2.903  1.931  -0.580  0.10
H  0.907  -1.107  -3.275  0.12
H  -4.139  -2.481  -2.384  0.10
H  -6.302  -2.137  -1.009  0.07
H  -6.405  -0.375  0.892  0.11
H  -4.282  0.972  1.407  0.09
O  -5.865  3.120  1.140  -0.06
H  -6.211  3.853  1.662  0.05
H  -4.912  3.274  1.125  0.02
O  5.973  -4.353  -1.602  -0.07
H  6.380  -3.944  -0.829  0.00
H  5.408  -3.658  -1.961  0.00
O  -0.050  -0.515  2.626  -0.05
H  0.359  -0.107  3.398  0.04
H  -0.617  0.182  2.269  0.00
O  1.053  5.951  0.787  -0.09
H  0.999  5.048  1.122  -0.09
H  1.038  6.494  1.585  0.02
O  -4.503  -0.776  3.351  -0.05
H  -5.035  -1.123  4.076  0.04
H  -3.594  -0.897  3.648  0.04
O  4.433  1.172  -6.022  -0.10
H  4.367  1.182  -5.056  -0.07
H  4.226  2.077  -6.282  0.03
O  0.726  5.522  3.770  -0.05
H  -0.151  5.502  4.172  0.05
H  0.851  4.626  3.436  0.01
O  -1.353  -1.332  -6.303  -0.06
H  -1.434  -1.331  -5.341  0.00
H  -1.570  -0.428  -6.558  0.03
O  5.679  -3.159  1.168  -0.06
H  5.625  -4.060  1.509  0.05
H  5.664  -2.607  1.960  0.00
O  5.468  -1.107  3.759  -0.05
H  5.400  -1.086  4.724  0.03
H  5.249  -0.207  3.490  0.05
O  -5.429  -1.924  -4.505  -0.05
H  -5.151  -1.317  -5.200  0.04
H  -5.651  -2.735  -4.977  0.04
O  -8.252  -2.740  -1.699  -0.06
H  -8.946  -2.160  -1.363  0.05
H  -8.142  -2.466  -2.618  0.04
O  7.494  -0.038  1.440  -0.06
H  6.966  -0.372  2.176  -0.01
H  8.404  -0.154  1.736  0.04
O  5.444  -2.559  6.382  -0.05
H  5.220  -3.135  5.641  0.04
H  5.341  -3.121  7.158  0.05
O  0.931  -2.721  4.381  -0.06
H  0.243  -2.134  4.712  0.02
H  1.034  -2.460  3.457  0.02
O  -4.631  5.438  0.004  -0.07
H  -4.353  6.047  -0.689  0.04
H  -4.854  4.627  -0.470  0.02

Cartesian forces (eV/Å) of the 6 atoms listed first:
N -0.74 1.62 1.16
P 0.05 -0.05 -1.52
O -1.55 -1.77 1.17
C -0.43 0.54 1.49
C -2.48 -1.16 -0.23
C 0.34 -1.22 -1.60

=====

C14H42BeNO17 | ωB97M-V/def2-TZVPD

The energy relative to the best compared isomer or geometry (same formula, charge and spin) comes out at 164.4 kJ/mol. The net charge is +1.

Last column: Löwdin charge in e.
Element x y z (Å)
Be  -29.953  1.976  2.749  1.28
N  -27.018  0.497  1.774  -0.50
O  -26.968  1.269  0.824  0.04
O  -27.779  0.759  2.761  -0.04
O  -26.159  -0.374  1.894  0.06
C  -26.629  0.265  5.907  -0.20
C  -26.017  1.524  6.578  -0.19
O  -27.026  2.489  6.832  -0.09
O  -27.331  -0.458  6.933  -0.07
H  -25.950  -0.351  5.316  0.12
H  -27.366  0.582  5.165  0.09
H  -25.343  1.932  5.823  0.12
H  -25.562  1.436  7.565  0.13
H  -27.519  2.276  7.630  0.10
H  -26.948  -1.332  7.053  0.09
C  -27.848  4.300  2.344  -0.20
C  -27.744  4.228  3.848  -0.22
O  -28.556  3.238  4.428  -0.08
O  -29.249  4.303  1.997  -0.05
H  -27.245  3.499  1.911  0.10
H  -27.423  5.258  2.042  0.15
H  -27.968  5.181  4.334  0.14
H  -26.700  4.065  4.129  0.14
H  -28.370  3.226  5.380  0.09
H  -29.176  4.673  1.106  0.12
C  -27.843  -3.868  3.821  -0.27
C  -28.502  -2.485  3.712  -0.23
O  -29.102  -2.161  4.969  -0.07
O  -26.763  -3.790  4.672  -0.04
H  -27.547  -4.130  2.798  0.12
H  -28.563  -4.673  4.005  0.13
H  -29.233  -2.601  2.910  0.12
H  -27.705  -1.761  3.542  0.09
H  -28.466  -1.811  5.600  0.04
H  -27.077  -3.749  5.580  0.09
C  -29.320  0.745  -3.199  -0.25
C  -29.924  1.767  -4.177  -0.26
O  -29.006  2.730  -4.636  -0.05
O  -28.750  1.326  -2.023  -0.07
H  -28.688  0.091  -3.811  0.11
H  -30.103  0.009  -2.984  0.11
H  -30.847  2.141  -3.726  0.12
H  -30.359  1.352  -5.092  0.12
H  -28.413  2.332  -5.279  0.09
H  -28.364  0.609  -1.509  0.05
C  -24.042  -2.655  2.803  -0.22
C  -22.705  -2.580  2.075  -0.24
O  -22.421  -3.742  1.290  -0.07
O  -25.005  -2.860  1.778  -0.08
H  -24.186  -1.741  3.382  0.11
H  -23.998  -3.525  3.461  0.12
H  -21.853  -2.599  2.757  0.12
H  -22.557  -1.735  1.400  0.11
H  -22.921  -3.781  0.472  0.07
H  -25.681  -2.186  1.916  0.03
C  -25.158  -0.707  -1.743  -0.19
C  -26.283  -1.775  -1.612  -0.25
O  -25.756  -3.065  -1.716  -0.05
O  -24.413  -0.745  -0.516  -0.09
H  -25.577  0.300  -1.807  0.09
H  -24.439  -1.027  -2.494  0.13
H  -27.042  -1.643  -2.385  0.11
H  -26.763  -1.713  -0.626  0.10
H  -25.003  -3.186  -1.129  0.08
H  -25.082  -0.741  0.179  0.02
C  -24.662  3.719  -2.487  -0.22
C  -25.775  3.812  -1.462  -0.26
O  -25.397  3.594  -0.115  -0.07
O  -24.021  2.444  -2.414  -0.07
H  -23.868  4.434  -2.257  0.12
H  -25.017  3.792  -3.513  0.12
H  -26.654  3.294  -1.865  0.11
H  -26.268  4.791  -1.443  0.11
H  -25.466  2.657  0.094  0.05
H  -23.426  2.467  -1.660  0.09

Cartesian forces (eV/Å) of the 6 atoms listed first:
Be 4.15 1.36 0.45
N 2.91 1.23 -1.69
O -1.28 -0.10 -0.22
O -3.06 0.27 1.22
O -1.28 -0.10 0.84
C -0.13 0.34 1.23

=====

| no. | calculated total energy (eV) | HOMO level (eV) |
| --- | --- | --- |
| 1 | -27444.303 | -9.227 |
| 2 | -77385.614 | -9.184 |
| 3 | -51877.964 | -11.275 |